C48H96O12 | the ωB97M-V functional and the def2-TZVPD basis

Each line ends with the Löwdin charge.
Positions of all 156 atoms, in Å:
1 C -0.6259 2.8323 2.8354  -0.154
2 C -0.0738 1.6192 3.6074  -0.163
3 C 0.0434 2.2057 5.0724  -0.106
4 O -0.8155 3.3745 5.0383  -0.103
5 C -1.6009 3.3128 3.8573  -0.198
6 H -1.0907 2.6496 1.8666  0.066
7 H 0.1774 3.5361 2.6174  0.106
8 H 0.7578 1.1494 3.0820  0.046
9 H -0.8448 0.8489 3.5964  0.043
10 H 1.1068 2.4453 5.0726  0.093
11 H -0.2425 1.3908 5.7376  0.120
12 H -2.0687 4.2458 3.5430  0.122
13 H -2.4728 2.6617 3.9208  0.119
14 C 2.9038 2.0440 -4.7983  -0.170
15 C 3.3658 1.9686 -3.4101  -0.134
16 C 2.1859 2.6164 -2.7542  -0.229
17 O 1.6029 3.5169 -3.6226  -0.106
18 C 2.0861 3.2785 -4.8850  -0.211
19 H 2.3007 1.1381 -4.8577  0.129
20 H 3.7374 2.1301 -5.4953  0.130
21 H 4.1151 2.7051 -3.1197  0.129
22 H 3.6852 0.9984 -3.0298  0.133
23 H 2.5704 3.1345 -1.8757  0.065
24 H 1.4370 1.8965 -2.4238  0.090
25 H 2.6146 4.0925 -5.3811  0.132
26 H 1.3120 3.0167 -5.6063  0.129
27 C 4.8386 -1.8695 1.8964  -0.146
28 C 5.3847 -3.2822 1.7051  -0.157
29 C 4.6850 -3.8571 0.4928  -0.190
30 O 3.5481 -3.0176 0.3815  -0.127
31 C 3.4103 -2.1655 1.5194  -0.250
32 H 5.3231 -1.1206 1.2698  0.132
33 H 4.7522 -1.5181 2.9246  0.095
34 H 5.2379 -3.9663 2.5409  0.118
35 H 6.4655 -3.1693 1.6197  0.110
36 H 4.4392 -4.9004 0.6905  0.111
37 H 5.1822 -3.8252 -0.4766  0.121
38 H 2.7060 -2.5844 2.2381  0.129
39 H 2.9507 -1.2135 1.2538  0.065
40 C -1.8381 2.7829 -4.3428  -0.123
41 C -0.7450 2.6678 -3.3104  -0.154
42 C -0.6116 1.2145 -3.0026  -0.171
43 O -0.8739 0.6965 -4.3263  -0.207
44 C -2.0181 1.3463 -4.8400  -0.196
45 H -1.5250 3.4609 -5.1368  0.113
46 H -2.7554 3.2520 -3.9868  0.101
47 H -0.8605 3.3470 -2.4658  0.119
48 H 0.1433 3.1437 -3.7258  0.065
49 H -1.3239 0.8117 -2.2825  0.103
50 H 0.4274 0.9436 -2.8151  0.117
51 H -2.9763 0.9604 -4.4923  0.125
52 H -2.0777 1.3158 -5.9280  0.145
53 C 3.5065 0.5756 3.0144  -0.155
54 C 2.5891 -0.4190 3.6468  -0.197
55 C 2.3738 0.1421 5.0165  -0.168
56 O 2.4842 1.5289 4.8363  -0.164
57 C 2.8198 1.8825 3.4949  -0.152
58 H 3.7434 0.4678 1.9559  0.098
59 H 4.4784 0.5558 3.5076  0.127
60 H 3.0830 -1.3907 3.6365  0.101
61 H 1.6435 -0.4929 3.1096  0.072
62 H 3.1376 -0.2022 5.7137  0.132
63 H 1.3948 -0.2145 5.3368  0.124
64 H 3.5546 2.6734 3.3442  0.133
65 H 1.9201 2.0472 2.9021  0.074
66 C 0.7722 3.7374 0.3228  -0.161
67 C 2.1525 3.1134 0.0497  -0.145
68 C 3.0970 4.2155 0.4807  -0.195
69 O 2.3558 5.1516 1.2119  -0.108
70 C 1.0805 5.2028 0.5844  -0.160
71 H 0.3966 3.2628 1.2294  0.056
72 H 0.0026 3.5293 -0.4204  0.056
73 H 2.2501 3.0705 -1.0351  0.009
74 H 2.4285 2.1336 0.4394  0.081
75 H 3.5837 4.6639 -0.3854  0.120
76 H 3.8710 3.9231 1.1903  0.116
77 H 0.9797 5.9650 -0.1883  0.122
78 H 0.3782 5.6043 1.3149  0.122
79 C -4.2508 -1.2303 -0.2151  -0.166
80 C -3.0258 -1.2156 -1.0788  -0.202
81 C -2.7964 -2.7355 -1.2807  -0.169
82 O -4.1219 -3.1544 -1.4634  -0.127
83 C -5.1394 -2.2712 -0.8446  -0.117
84 H -4.6787 -0.2315 -0.3006  0.085
85 H -4.1233 -1.4260 0.8496  0.115
86 H -2.1196 -0.6932 -0.7723  0.026
87 H -3.0877 -0.7766 -2.0746  0.118
88 H -2.4022 -3.2371 -0.3969  0.109
89 H -2.1811 -2.8607 -2.1717  0.064
90 H -5.8444 -2.7124 -0.1401  0.114
91 H -5.8090 -1.9133 -1.6267  0.115
92 C -1.6754 -2.0026 2.4392  -0.141
93 C -2.7687 -2.4693 3.3732  -0.140
94 C -3.1601 -1.2488 4.1788  -0.177
95 O -2.4320 -0.1337 3.6892  -0.127
96 C -1.3420 -0.6243 2.9041  -0.229
97 H -2.1542 -1.9610 1.4608  0.091
98 H -0.8622 -2.7148 2.2995  0.093
99 H -2.4592 -3.3385 3.9536  0.114
100 H -3.6367 -2.8137 2.8111  0.102
101 H -2.8873 -1.3575 5.2285  0.119
102 H -4.2275 -1.0669 4.0534  0.119
103 H -0.4839 -0.5906 3.5753  0.116
104 H -1.1591 0.0555 2.0719  0.114
105 C 0.6918 -4.9318 -0.1840  -0.153
106 C -0.2795 -6.0495 -0.0665  -0.177
107 C -1.0497 -5.8626 1.2480  -0.122
108 O -0.5406 -4.5346 1.6787  -0.167
109 C 0.0372 -3.8098 0.5784  -0.211
110 H 0.8355 -4.7386 -1.2471  0.111
111 H 1.6791 -5.1054 0.2440  0.111
112 H 0.2536 -6.9996 -0.0313  0.108
113 H -1.0306 -6.1735 -0.8466  0.112
114 H -0.8931 -6.6906 1.9395  0.111
115 H -2.1305 -5.7613 1.1497  0.110
116 H 0.7153 -3.0038 0.8588  0.068
117 H -0.6930 -3.1868 0.0619  0.089
118 C 1.3811 0.4941 0.7912  -0.099
119 C 0.3406 1.0890 -0.1104  -0.165
120 C -0.5612 -0.0425 -0.4812  -0.195
121 O -0.4058 -1.0082 0.5440  -0.194
122 C 0.9638 -1.0258 0.9470  -0.168
123 H 1.3424 0.9463 1.7822  0.064
124 H 2.4036 0.6225 0.4360  0.105
125 H 0.6685 1.6967 -0.9537  0.083
126 H -0.1535 1.8509 0.4924  0.068
127 H -0.3442 -0.5248 -1.4343  0.111
128 H -1.6171 0.1959 -0.6082  0.057
129 H 1.3521 -1.7548 0.2357  0.115
130 H 1.0255 -1.3825 1.9751  0.096
131 C -0.7938 -1.5878 -3.7269  -0.207
132 C -0.7011 -3.0462 -3.6059  -0.154
133 C -1.2436 -3.4612 -5.0088  -0.162
134 O -1.8225 -2.3069 -5.5556  -0.106
135 C -2.0319 -1.3875 -4.4956  -0.197
136 H -0.0348 -1.0486 -4.2937  0.141
137 H -0.7278 -0.9457 -2.8486  0.076
138 H -1.2180 -3.5823 -2.8100  0.082
139 H 0.3626 -3.1694 -3.4019  0.117
140 H -2.0994 -4.1312 -4.9256  0.127
141 H -0.3578 -3.7848 -5.5554  0.122
142 H -2.8948 -1.7118 -3.9139  0.129
143 H -2.2660 -0.3823 -4.8461  0.070
144 C -3.0328 2.6777 -1.1387  -0.106
145 C -3.5444 1.3161 -0.7741  -0.191
146 C -3.3134 1.2846 0.7529  -0.099
147 O -2.0930 2.0550 0.8090  -0.192
148 C -1.6773 2.6997 -0.4394  -0.211
149 H -3.7135 3.4148 -0.7129  0.136
150 H -2.8936 2.7046 -2.2195  0.086
151 H -3.0419 0.4761 -1.2537  0.043
152 H -4.6212 1.3725 -0.9333  0.130
153 H -3.1821 0.3013 1.2046  0.102
154 H -4.0920 1.8202 1.2959  0.140
155 H -0.9611 2.1280 -1.0296  0.051
156 H -1.3004 3.7214 -0.3929  0.123

Output
Calculated total energy: -2788.39554 a.u.
Net charge: 0
Highest occupied orbital energy: -8.459 eV
SMILES: C1CCOC1.C1CCOC1.C1CCOC1.C1CCOC1.C1CCOC1.C1CCOC1.C1CCOC1.C1CCOC1.C1CCOC1.C1CCOC1.C1CCOC1.C1CCOC1
Relative energy (zero: lowest compared OMol25 entry of this formula, charge and spin): 22.2982 eV
LUMO level: 0.00872 Ha
Gap between HOMO and LUMO: 0.3196 hartree